No. 1
{"formula": "C2H5N2O2", "method": "ωB97M-V with the def2-TZVPD basis set", "e_homo_ev": -4.72, "multiplicity": 1, "e_above_lowest_kcal_mol": 10.3, "homo_lumo_gap_ev": 9.073, "charge": -1, "species": ["N", "C", "N", "H", "H", "H", "H", "O", "C", "O", "H"], "coordinates": [[-0.487, 1.278, 0.214], [0.525, 1.521, -0.614], [0.835, 2.661, -1.141], [-0.956, 2.143, 0.431], [-0.636, 0.275, 0.636], [1.161, 0.643, -0.863], [1.412, 2.591, -1.955], [-0.163, -2.634, -0.297], [-0.009, -1.909, 0.682], [-0.821, -1.053, 1.175], [0.969, -1.908, 1.226]], "forces_ev_per_angstrom": [[0.7, 0.2, 0.0], [1.2, -0.7, -1.1], [-1.4, 0.7, 0.6], [-0.5, -0.3, 0.3], [-0.1, 1.2, -0.1], [-0.7, 0.0, 0.1], [0.8, -0.4, 0.0], [0.1, -0.2, 0.1], [-0.3, 0.8, 0.2], [0.1, -0.9, 0.0], [0.2, -0.4, -0.1]], "mulliken_charge": [-0.43, 0.13, -0.81, 0.22, 0.39, 0.25, 0.20, -0.60, 0.01, -0.70, 0.34]}

No. 2
{"formula": "C2H5N2O2", "method": "ωB97M-V with the def2-TZVPD basis set", "e_homo_ev": -4.35, "multiplicity": 1, "e_above_lowest_kcal_mol": 13.3, "homo_lumo_gap_ev": 8.575, "charge": -1, "species": ["N", "C", "N", "H", "H", "H", "H", "O", "C", "O", "H"], "coordinates": [[1.299, -0.024, -1.353], [1.426, -1.068, -0.460], [1.376, -2.311, -0.785], [0.887, -0.253, -2.243], [0.826, 0.801, -0.959], [1.299, -0.684, 0.556], [1.097, -2.740, 0.101], [-0.827, 1.724, 0.006], [-1.265, 0.893, 0.857], [-2.082, 1.018, 1.773], [-0.701, -0.079, 0.821]], "forces_ev_per_angstrom": [[0.5, 0.2, 0.3], [-1.9, 0.8, -0.9], [-0.2, 0.6, 0.7], [0.2, -0.4, -0.1], [0.0, -0.2, 0.2], [0.5, -0.3, 0.1], [0.7, -0.6, -0.2], [-0.3, -0.3, 0.2], [1.2, 0.5, -0.1], [-0.4, 0.1, -0.1], [-0.3, -0.3, 0.0]], "mulliken_charge": [-0.60, 0.16, -0.77, 0.25, 0.33, 0.39, 0.22, -0.68, 0.36, -0.64, -0.02]}

No. 3
{"formula": "C2H5N2O2", "method": "ωB97M-V with the def2-TZVPD basis set", "e_homo_ev": -4.70, "multiplicity": 1, "e_above_lowest_kcal_mol": 6.5, "homo_lumo_gap_ev": 9.105, "charge": -1, "species": ["N", "C", "N", "H", "H", "H", "H", "O", "C", "O", "H"], "coordinates": [[0.275, 0.317, 1.083], [1.277, 0.674, 0.249], [2.350, 1.283, 0.618], [0.596, 0.270, 2.033], [-0.606, 0.031, 0.583], [1.154, 0.272, -0.763], [2.981, 1.376, -0.170], [-1.073, -1.890, -0.944], [-1.991, -1.060, -0.906], [-2.063, 0.023, -0.260], [-2.900, -1.294, -1.523]], "forces_ev_per_angstrom": [[1.1, 0.4, -1.1], [0.2, -0.6, 0.0], [0.0, 0.1, 0.2], [-0.8, 0.1, 0.3], [0.0, -0.1, 1.0], [-0.3, 0.4, -0.1], [0.0, -0.1, -0.1], [0.1, 0.0, 0.0], [-0.3, 0.0, -0.1], [0.1, -0.3, -0.1], [0.0, 0.0, 0.0]], "mulliken_charge": [-0.42, 0.18, -0.80, 0.18, 0.40, 0.23, 0.22, -0.65, 0.02, -0.74, 0.38]}

No. 4
{"formula": "C2H5N2O2", "method": "ωB97M-V with the def2-TZVPD basis set", "e_homo_ev": [-1.05, -1.84], "multiplicity": 3, "homo_lumo_gap_ev": [5.434, 5.594], "charge": -1, "species": ["C", "C", "N", "N", "O", "O", "H", "H", "H", "H", "H"], "coordinates": [[0.710, 0.225, -0.240], [-0.758, -0.279, -0.512], [0.709, 1.479, 0.564], [-1.384, 0.281, -1.728], [-1.270, -0.463, -2.767], [0.553, 2.525, -0.226], [1.372, -0.403, 0.350], [1.138, 0.350, -1.301], [-0.761, -1.328, -0.578], [-1.413, 0.293, 0.270], [-0.006, 1.284, 1.304]], "forces_ev_per_angstrom": [[0.3, -0.1, -1.4], [-0.3, 3.4, 0.6], [-0.9, 0.0, -2.8], [-0.2, 1.1, 0.7], [0.5, -1.0, -0.5], [0.1, -0.4, 2.1], [-0.1, -0.9, -0.1], [-0.3, 0.3, 1.8], [-0.3, -1.7, 0.4], [0.9, -1.8, -0.5], [0.4, 1.2, -0.3]], "mulliken_spin": [0.04, 0.05, 0.39, 0.52, 0.39, 0.61, 0.00, 0.00, -0.02, 0.04, 0.00]}

No. 5
{"formula": "C2H5N2O2", "method": "ωB97M-V with the def2-TZVPD basis set", "e_homo_ev": -16.95, "multiplicity": 1, "smiles": "CC(=[NH2+])[N+](=O)[O-]", "e_above_lowest_kcal_mol": 102.6, "homo_lumo_gap_ev": 9.915, "charge": 1, "species": ["C", "C", "N", "N", "O", "O", "H", "H", "H", "H", "H"], "coordinates": [[-1.096, -0.294, 0.729], [0.074, 0.097, 0.038], [0.181, 1.344, -0.688], [1.142, -0.957, -0.457], [0.831, -2.064, -0.256], [2.121, -0.445, -0.808], [-1.698, 0.565, 0.797], [-1.113, -0.592, 1.793], [-1.184, -1.340, 0.355], [-0.272, 2.204, -0.235], [1.014, 1.482, -1.268]], "forces_ev_per_angstrom": [[1.3, -1.3, 1.6], [1.1, 5.1, -4.4], [-0.6, -3.6, 4.5], [-2.9, 2.2, 2.2], [-0.4, -2.6, 0.0], [3.3, 0.9, -1.7], [-2.0, 0.4, -0.9], [1.2, 0.1, 0.1], [-1.4, 0.6, -0.6], [0.6, -1.7, -1.2], [-0.2, -0.1, 0.3]], "mulliken_charge": [-0.95, 0.55, -0.33, 1.01, -0.50, -0.51, 0.34, 0.41, 0.36, 0.32, 0.30]}

No. 6
{"formula": "C2H5N2O2S", "method": "ωB97M-V with the def2-TZVPD basis set", "e_homo_ev": [-14.27, -14.26], "multiplicity": 1, "e_above_lowest_kcal_mol": 68.9, "homo_lumo_gap_ev": [8.037, 8.039], "charge": 1, "species": ["C", "C", "N", "N", "O", "O", "S", "H", "H", "H", "H", "H"], "coordinates": [[0.804, 0.035, 0.366], [0.187, -0.816, -0.548], [1.329, 1.177, -0.140], [-1.753, -0.911, 0.813], [1.758, 2.215, 0.372], [1.253, 1.274, -1.496], [-0.259, -1.632, -1.774], [0.854, -0.251, 1.378], [-2.257, -0.203, 1.329], [-1.312, -1.684, 1.410], [-2.204, -1.314, 0.000], [1.600, 2.110, -1.710]], "forces_ev_per_angstrom": [[0.4, 0.2, -1.8], [-0.6, -0.2, -1.2], [0.5, 2.8, -0.2], [1.8, -1.9, 0.6], [-0.7, -2.7, 0.5], [-1.2, -3.3, 0.3], [0.8, 0.8, 1.3], [0.2, 0.5, 1.0], [-0.2, -0.3, 0.0], [-1.5, 1.6, -0.9], [-0.5, 0.2, 0.6], [1.0, 2.3, -0.3]], "mulliken_charge": [0.01, 0.32, 0.73, -0.71, -0.52, -0.37, -0.12, 0.45, 0.24, 0.32, 0.27, 0.37]}

No. 7
{"formula": "C2H5N2OP", "method": "ωB97M-V with the def2-TZVPD basis set", "e_homo_ev": [-8.34, -8.34], "multiplicity": 1, "e_above_lowest_kcal_mol": 99.3, "homo_lumo_gap_ev": [7.467, 7.464], "species": ["C", "C", "N", "N", "O", "P", "H", "H", "H", "H", "H"], "coordinates": [[0.835, 1.092, 0.842], [1.161, -0.269, 0.917], [-1.584, 0.266, -0.313], [-0.962, -0.624, -0.895], [0.214, 1.697, -0.118], [0.293, -1.507, -0.019], [1.053, 1.668, 1.761], [1.055, -0.611, 1.974], [-1.956, 0.906, -0.972], [-0.874, -0.699, -1.937], [0.764, -1.919, -1.239]], "forces_ev_per_angstrom": [[-1.5, 1.2, -1.7], [-1.1, -0.8, 0.4], [0.2, 0.1, 0.9], [0.8, -0.7, -1.1], [1.5, -1.2, 1.5], [-0.5, -0.4, 1.8], [-0.1, 0.0, -0.2], [0.8, 0.2, -0.7], [-0.9, 0.9, -0.9], [-0.4, 0.6, 0.8], [1.0, 0.3, -0.8]], "mulliken_charge": [0.17, -0.41, -0.46, 0.21, -0.64, 0.07, 0.30, 0.20, 0.25, 0.30, 0.02]}

No. 8
{"formula": "C2H5N2PS", "method": "ωB97M-V with the def2-TZVPD basis set", "e_homo_ev": [-5.46, -9.43], "multiplicity": 3, "e_above_lowest_kcal_mol": 0.0, "homo_lumo_gap_ev": [6.421, 6.799], "species": ["C", "C", "N", "N", "P", "S", "H", "H", "H", "H", "H"], "coordinates": [[0.956, -0.390, 0.937], [0.864, 0.740, -0.103], [-0.286, -0.881, 0.669], [-1.294, -0.378, -1.801], [-0.863, 0.288, -0.474], [2.140, -0.826, 2.017], [0.967, 1.581, 0.544], [1.568, 0.688, -0.976], [-0.564, -1.684, 1.223], [-1.782, -0.065, -2.552], [-1.707, 0.926, 0.516]], "forces_ev_per_angstrom": [[0.0, 1.5, -2.4], [1.9, 0.3, 0.2], [-1.6, -2.5, 0.8], [1.8, -0.1, 3.4], [0.2, -2.8, 1.1], [0.7, -0.3, 0.6], [0.2, 1.7, -0.5], [-0.7, 0.3, 0.8], [-1.0, 0.2, -0.6], [-1.7, 1.2, -2.3], [0.1, 0.5, -1.2]], "mulliken_spin": [0.56, 0.02, 0.18, 0.02, 0.02, 1.16, 0.02, 0.02, 0.00, 0.00, 0.01]}

Energy values (in eV) by entry order: -9231.713; -9231.582; -9231.881; -9225.025; -9217.687; -20053.058; -16467.080; -25254.625.